{
  "formula": "C38H57N3O12",
  "method": "wB97M-V/def2-TZVPD",
  "symbols": ["C", "C", "C", "N", "C", "H", "H", "H", "H", "H", "C", "C", "C", "N", "C", "H", "H", "H", "H", "H", "C", "C", "C", "N", "C", "H", "H", "H", "H", "H", "O", "C", "C", "C", "C", "O", "H", "H", "H", "H", "H", "H", "O", "C", "C", "C", "C", "O", "H", "H", "H", "H", "H", "H", "O", "C", "C", "C", "C", "O", "H", "H", "H", "H", "H", "H", "O", "C", "C", "C", "C", "O", "H", "H", "H", "H", "H", "H", "O", "C", "C", "C", "C", "O", "H", "H", "H", "H", "H", "H", "C", "C", "C", "O", "H", "H", "H", "H", "H", "H", "C", "C", "C", "O", "H", "H", "H", "H", "H", "H"],
  "positions_angstrom": [[-0.576, -0.697, 5.639], [0.421, -0.485, 4.643], [-0.234, -0.248, 3.465], [-1.576, -0.392, 3.677], [-1.790, -0.639, 5.008], [-0.416, -0.841, 6.694], [1.490, -0.417, 4.755], [0.140, -0.104, 2.463], [-2.303, -0.162, 3.016], [-2.790, -0.647, 5.410], [3.523, -1.274, -3.128], [4.815, -0.700, -2.964], [5.665, -1.298, -3.851], [4.914, -2.174, -4.602], [3.624, -2.173, -4.164], [2.633, -1.092, -2.549], [5.111, -0.033, -2.166], [6.712, -1.138, -4.035], [5.262, -2.639, -5.420], [2.918, -2.905, -4.522], [0.910, -0.212, -0.116], [-0.145, -1.163, -0.036], [-1.311, -0.477, 0.182], [-1.011, 0.862, 0.173], [0.325, 1.029, -0.032], [1.966, -0.383, -0.250], [-0.050, -2.236, -0.104], [-2.321, -0.815, 0.320], [-1.713, 1.591, 0.161], [0.764, 2.014, -0.066], [4.089, 1.374, 0.554], [3.614, 1.771, 1.578], [3.190, 0.970, 2.784], [2.905, 2.025, 3.859], [3.253, 3.363, 3.206], [3.429, 3.094, 1.808], [2.291, 0.406, 2.548], [3.998, 0.304, 3.087], [1.881, 1.977, 4.228], [3.503, 1.837, 4.753], [2.436, 4.080, 3.292], [4.144, 3.850, 3.599], [-4.049, 0.324, 1.996], [-5.108, -0.235, 2.108], [-6.506, 0.273, 1.812], [-7.343, -0.999, 1.869], [-6.571, -1.852, 2.858], [-5.181, -1.450, 2.677], [-6.709, 0.994, 2.605], [-6.559, 0.740, 0.832], [-8.361, -0.801, 2.205], [-7.403, -1.503, 0.906], [-6.783, -1.600, 3.901], [-6.668, -2.926, 2.742], [1.510, -5.550, -4.248], [0.654, -4.856, -3.790], [-0.366, -5.197, -2.717], [-1.434, -4.128, -2.910], [-0.624, -2.966, -3.505], [0.458, -3.585, -4.212], [-0.763, -6.192, -2.911], [0.126, -5.212, -1.744], [-2.192, -4.412, -3.634], [-1.938, -3.812, -1.999], [-1.240, -2.373, -4.179], [-0.203, -2.293, -2.753], [5.296, 4.425, -3.020], [4.377, 3.676, -3.155], [3.564, 2.971, -2.080], [2.401, 2.360, -2.860], [2.896, 2.329, -4.307], [3.960, 3.286, -4.385], [4.241, 2.212, -1.693], [3.251, 3.675, -1.318], [2.080, 1.387, -2.489], [1.523, 3.007, -2.770], [3.301, 1.346, -4.559], [2.130, 2.587, -5.035], [-3.106, 2.899, -0.072], [-3.376, 3.399, 0.986], [-2.485, 3.576, 2.198], [-3.306, 4.522, 3.091], [-4.727, 4.256, 2.635], [-4.618, 3.841, 1.258], [-2.404, 2.593, 2.666], [-1.509, 3.954, 1.915], [-3.081, 4.396, 4.144], [-3.041, 5.533, 2.766], [-5.213, 3.437, 3.176], [-5.415, 5.095, 2.698], [4.864, -1.837, 0.654], [6.096, -1.271, 1.289], [7.210, -0.854, 0.369], [6.200, -1.142, 2.489], [4.512, -1.360, -0.260], [4.004, -1.889, 1.318], [5.145, -2.851, 0.337], [7.676, -1.767, -0.026], [7.975, -0.278, 0.877], [6.821, -0.360, -0.522], [-3.572, -0.977, -2.309], [-4.600, -1.825, -3.018], [-6.018, -1.311, -3.002], [-4.296, -2.870, -3.547], [-2.548, -1.312, -2.402], [-3.869, -0.990, -1.253], [-3.721, 0.066, -2.602], [-6.065, -0.360, -3.534], [-6.314, -1.148, -1.964], [-6.676, -2.019, -3.498]],
  "forces_ev_per_a": [[0.202, -0.041, -0.013], [-0.126, 0.448, 0.038], [-0.050, -0.450, -0.486], [0.036, 0.351, 0.403], [-0.162, 0.301, -0.062], [-0.017, -0.096, -0.001], [0.013, -0.209, 0.185], [0.015, 0.083, 0.038], [-0.004, -0.215, -0.103], [0.010, -0.203, -0.007], [0.152, -0.230, -0.395], [0.087, -0.080, 0.759], [-0.444, 0.130, -0.403], [0.535, 0.268, 0.195], [-0.197, -0.229, 0.220], [0.009, 0.066, 0.036], [-0.031, 0.162, -0.180], [0.018, -0.024, -0.066], [-0.108, -0.210, 0.053], [-0.101, 0.209, -0.190], [-0.120, 0.189, -0.347], [0.156, -0.316, 0.248], [0.283, 0.324, -0.305], [-0.350, -0.285, 0.021], [0.158, 0.065, 0.285], [-0.004, -0.091, -0.005], [0.019, 0.004, 0.131], [-0.021, -0.015, 0.051], [0.067, 0.096, -0.039], [0.010, -0.012, -0.036], [-0.199, -0.177, -0.166], [0.231, 0.060, 0.216], [-0.027, 0.419, 0.442], [0.165, -0.319, 0.683], [-0.700, 0.155, -0.049], [0.273, 0.021, -0.107], [0.148, -0.188, -0.191], [-0.053, -0.187, -0.252], [-0.133, 0.138, -0.348], [0.176, 0.125, -0.124], [0.015, 0.004, -0.038], [0.177, -0.216, -0.079], [-0.019, 0.263, -0.274], [0.054, -0.144, 0.504], [0.432, -0.424, -0.602], [-0.494, 0.103, 0.478], [0.475, 0.443, 0.523], [-0.230, -0.431, -0.273], [-0.321, 0.043, -0.094], [0.152, 0.340, 0.166], [0.009, -0.126, -0.014], [0.114, 0.128, -0.100], [-0.303, -0.048, -0.097], [0.196, -0.017, -0.207], [0.245, -0.079, -0.065], [-0.215, 0.005, 0.195], [-0.406, -0.271, -0.499], [0.374, 0.641, 0.299], [-0.324, -0.030, 0.334], [0.024, 0.158, -0.269], [0.206, -0.087, 0.090], [-0.033, 0.175, 0.037], [-0.014, -0.231, 0.067], [-0.038, -0.128, 0.013], [0.250, -0.050, -0.255], [0.006, -0.092, 0.071], [0.154, 0.258, 0.111], [-0.198, -0.203, -0.049], [0.073, -0.079, -0.972], [-0.444, 0.273, 0.255], [0.131, -0.462, 0.259], [-0.108, 0.124, -0.126], [-0.149, 0.072, 0.414], [0.240, -0.102, 0.254], [0.185, -0.084, -0.101], [0.063, 0.042, -0.094], [0.027, 0.058, -0.025], [0.034, 0.130, -0.018], [0.072, 0.078, -0.075], [-0.088, -0.195, 0.223], [-0.675, -0.048, 0.230], [0.734, 0.392, -0.879], [-0.466, -0.601, 0.291], [-0.051, 0.197, 0.003], [0.247, -0.089, -0.088], [0.090, -0.109, 0.027], [-0.298, 0.037, 0.096], [-0.049, 0.080, 0.395], [0.223, -0.065, 0.047], [0.219, 0.198, -0.195], [-0.353, -0.753, -0.463], [-0.138, 0.972, 0.182], [0.072, -0.698, -0.565], [-0.098, -0.114, 0.059], [0.434, 0.331, 0.011], [0.255, -0.077, 0.331], [-0.213, -0.044, 0.101], [0.018, 0.043, 0.120], [-0.094, 0.135, 0.088], [-0.003, 0.251, 0.168], [-1.076, 0.355, 0.369], [0.632, -0.228, -0.174], [0.157, -0.049, -0.124], [-0.194, 0.000, -0.077], [0.032, -0.043, -0.168], [0.212, -0.021, 0.015], [0.354, -0.004, -0.074], [-0.010, 0.071, 0.121], [-0.166, 0.076, -0.050], [-0.035, -0.072, 0.110]],
  "lowdin_charge": [-0.108, -0.109, -0.138, 0.032, -0.144, 0.087, 0.084, 0.076, 0.090, 0.102, -0.105, -0.130, -0.123, 0.014, -0.120, 0.075, 0.077, 0.107, 0.145, 0.098, -0.115, -0.113, -0.155, 0.049, -0.133, 0.081, 0.094, 0.089, 0.094, 0.114, 0.109, -0.464, -0.061, -0.141, -0.140, 0.019, 0.094, 0.119, 0.096, 0.115, 0.118, 0.123, 0.091, -0.472, -0.063, -0.148, -0.125, 0.032, 0.133, 0.130, 0.120, 0.115, 0.130, 0.127, 0.120, -0.490, -0.067, -0.156, -0.157, 0.010, 0.124, 0.128, 0.107, 0.108, 0.120, 0.106, 0.118, -0.484, -0.072, -0.149, -0.148, 0.022, 0.098, 0.122, 0.087, 0.112, 0.110, 0.120, 0.097, -0.485, -0.066, -0.135, -0.148, 0.029, 0.119, 0.128, 0.119, 0.121, 0.119, 0.125, -0.025, -0.507, -0.013, 0.053, 0.050, 0.081, 0.099, 0.092, 0.083, 0.067, -0.009, -0.489, -0.017, 0.070, 0.060, 0.074, 0.097, 0.089, 0.072, 0.084],
  "e_tot_ha": -2549.3708,
  "total_charge": 0,
  "multiplicity": 1,
  "de_lowest_ev": 0.0000,
  "gap_ev": 8.0667,
  "largest_force_ev_per_a": 1.2
}